Here is an isolated molecule of C8H9N from the OMol25 dataset. Energies are from the ωB97M-V functional and the def2-TZVPD basis.

```
18
C8H9N the ωB97M-V functional and the def2-TZVPD basis
C 3.113 -0.782 0.094
C 1.954 -0.398 -0.059
C 0.566 -0.239 -0.164
C -0.189 0.877 0.048
C 0.423 2.260 0.090
C -1.629 0.447 0.175
C -1.487 -0.875 1.025
C -0.626 -1.318 -0.213
N -1.648 -0.477 -1.055
H 4.208 -1.005 0.055
H 1.547 2.144 -0.226
H -0.090 2.888 -0.658
H 0.299 2.847 0.987
H -2.419 1.243 0.248
H -2.407 -1.396 1.124
H -0.952 -0.839 2.002
H -0.236 -2.321 -0.332
H -1.160 -0.052 -1.803
```

The calculation puts the total energy at -364.8180 a.u. As for the spin multiplicity: 1. The value obtained for the energy relative to the best compared isomer or geometry (same formula, charge and spin) is 4.390 eV. Its SMILES is C#CC1=C(C)[C@@H]2C[C@H]1N2. The HOMO energy is -8.01 eV. As for the charge: 0.

Löwdin population analysis, charges in e, atoms 1 to 8: 0.1111, -0.1236, -0.1901, -0.2285, -0.0361, -0.2026, -0.0708, -0.1454